1.
A 3-piece molecular cluster, C13H14BNO2 overall. Source: the Open Molecules 2025 dataset; level of theory: ωB97M-V/def2-TZVPD.

For the gap between HOMO and LUMO, the calculation gives 9.1 eV. Its total charge is 0. The calculation puts the total energy at -19969.42382 eV. The SMILES is c1ccccc1.c1ccccc1.O=C=NBO. Its HOMO energy is -9.45 eV. Its lowest unoccupied orbital energy is -0.388 eV.

Element x y z (Å)
O -3.07064 -3.45567 3.36653
C -3.03935 -4.28345 2.41410
N -2.51260 -5.02669 1.45304
B -1.91845 -4.13466 0.39508
O -0.74803 -4.67752 -0.31240
H -2.33695 -3.08242 0.06919
H 0.00873 -4.38538 0.25508
C -1.55598 -0.69843 2.87834
C -1.36132 0.24035 3.88743
C -0.51922 1.32797 3.67444
C 0.12126 1.48230 2.44777
C -0.07618 0.54576 1.43746
C -0.91108 -0.54683 1.65357
H -2.20996 -1.54805 3.04590
H -1.86596 0.12368 4.84134
H -0.36252 2.05602 4.46365
H 0.77405 2.33290 2.27992
H 0.42190 0.66708 0.48047
H -1.06036 -1.27966 0.86720
C 2.46676 3.10251 -2.65444
C 1.94977 2.04718 -1.90875
C 1.32970 0.97855 -2.55048
C 1.23560 0.96119 -3.93941
C 1.75598 2.01488 -4.68505
C 2.36770 3.08761 -4.04294
H 2.94706 3.93702 -2.15375
H 2.02941 2.05787 -0.82608
H 0.92060 0.15882 -1.96867
H 0.75663 0.12600 -4.44015
H 1.68391 2.00031 -5.76809
H 2.76837 3.91143 -4.62430

Forces on atoms 1 to 6 (eV/Å):
-1.046 -5.697 -5.559
4.063 2.507 1.405
-2.596 4.100 3.418
1.719 -2.404 -0.922
-1.506 1.624 2.392
-0.280 0.184 0.152

The molecule's Mulliken atomic charges, reported in e, are given here: O -0.487; C 0.740; N -0.375; B 0.384; O -0.554; H -0.027; H 0.312; C -0.010; C -0.637; C -0.285; C -0.532; C 0.253; C -0.430; H 0.266; H 0.379; H 0.366; H 0.354; H 0.018; H 0.253; C -0.463; C -0.201; C -0.286; C -0.447; C -0.348; C -0.334; H 0.344; H 0.349; H 0.351; H 0.349; H 0.348; H 0.351

2.
C7H24IN8O5 as an isolated structure. Source: the Open Molecules 2025 dataset; level of theory: ωB97M-V/def2-TZVPD.

For the gap between HOMO and LUMO, the calculation gives 8.0 eV. Its total charge is -1. The calculation puts the total energy at -37907.50248 eV. Its HOMO energy is -5.59 eV. The calculation puts the energy above the lowest of the compared OMol25 structures with the same formula, charge and spin at 186.4 kcal per mole. Its lowest unoccupied orbital energy is 2.371 eV.

Element x y z (Å)
I -0.13465 -0.99691 -0.17367
C 1.44634 1.20834 -4.07338
C 1.47447 0.81013 -2.62207
C 0.59943 1.65998 -1.84213
O 1.06442 -0.48712 -2.47354
H 2.14821 0.50108 -4.51525
H 2.03940 2.10762 -4.23971
H 0.50605 1.20267 -4.62468
H 2.50186 0.87217 -2.26328
H 1.06753 2.63134 -2.00170
H 0.56345 1.39149 -0.78633
H -0.42667 1.70113 -2.20755
H 1.36364 -0.70997 -1.58900
C 2.55309 0.62325 1.54219
O 3.24043 1.51270 2.20357
N 1.48899 0.94638 0.87211
N 2.86373 -0.66097 1.39443
H 1.13520 1.88737 0.96941
H 0.95120 0.15451 0.54990
H 3.58275 -0.95649 2.03924
H 2.61018 -1.23156 0.60054
C -2.34727 2.21177 0.45745
O -3.07541 3.20530 0.23963
N -2.12410 1.70203 1.64367
N -1.74652 1.50748 -0.37224
H -1.44489 0.96856 1.78789
H -2.53015 2.20168 2.42186
H -1.26633 0.69258 -0.01804
H -2.14226 1.39720 -1.29491
C -2.71970 -3.47126 -1.39610
O -3.52984 -4.26828 -1.73454
N -2.94925 -2.27468 -0.78620
N -1.44272 -3.51529 -1.73097
H -2.15300 -1.75896 -0.43960
H -3.89747 -1.98281 -0.59704
H -0.77542 -2.93515 -1.24286
H -1.13219 -4.29126 -2.29801
C 0.17572 0.06633 3.38095
O -0.31631 1.12977 2.97633
N 0.03014 -1.06320 2.75419
N 0.77533 -0.15000 4.50925
H 0.30926 -1.91237 3.22440
H -0.30698 -1.14905 1.80599
H 1.30840 -0.98946 4.68600
H 0.66192 0.51195 5.26361

Forces on atoms 1 to 6 (eV/Å):
-2.656 -5.761 -1.617
2.012 -0.596 -0.717
0.094 0.494 -1.036
-0.367 2.119 0.727
0.921 -1.974 -1.992
-0.364 -0.497 -0.627

The molecule's Mulliken atomic charges, reported in e, are given here: I 0.041; C -1.585; C 0.888; C -0.429; O -0.631; H 0.413; H 0.392; H 0.341; H 0.198; H 0.436; H -0.327; H 0.273; H 0.290; C 0.415; O -0.798; N 0.185; N -0.197; H 0.138; H -0.890; H 0.228; H 0.209; C 0.414; O -0.831; N -0.307; N 0.342; H 0.435; H 0.210; H -0.702; H 0.295; C 0.528; O -0.679; N -0.155; N -0.168; H -0.216; H 0.167; H -0.223; H 0.185; C 0.879; O -0.715; N -0.133; N -0.449; H 0.132; H 0.001; H 0.144; H 0.255

3.
A 7-piece molecular cluster, C31H46F18N3O13 overall. Source: the Open Molecules 2025 dataset; level of theory: ωB97M-V/def2-TZVPD.

For the gap between HOMO and LUMO, the calculation gives 8.5 eV. Its total charge is +1. The calculation puts the total energy at -112890.94245 eV. Its HOMO energy is -12.49 eV. Its lowest unoccupied orbital energy is -4.015 eV.

Element x y z (Å)
C 1.72375 -3.11126 4.24109
C 1.38805 -2.77062 2.80533
O 0.11961 -3.25179 2.31621
C -0.76532 -3.82838 3.16996
C -1.91770 -4.47326 2.40774
N -2.87319 -4.70888 3.51758
C -2.59131 -3.70942 4.41829
N -3.39294 -3.53093 5.45954
N -1.52204 -2.92781 4.12334
C -2.04797 -1.61652 3.58460
C -1.03063 -0.48676 3.62496
H 2.72244 -2.73074 4.43916
H 1.02686 -2.69420 4.96164
H 1.79383 -4.19037 4.36711
H 1.46571 -1.69716 2.65402
H 2.15238 -3.21130 2.16939
H -0.36832 -4.65527 3.76806
H -2.28938 -3.80959 1.63369
H -1.56913 -5.36108 1.89252
H -2.65159 -5.59119 3.98239
H -3.06007 -3.30442 6.38241
H -4.38917 -3.58581 5.31888
H -2.46010 -1.72370 2.58372
H -2.87397 -1.33058 4.22820
H -1.16265 0.13774 4.49742
H -1.21544 0.16423 2.77166
H -0.00500 -0.82020 3.56107
C 1.20466 -1.65064 -0.39006
C 2.02816 -0.41698 -0.08670
O 3.17404 -0.32213 -0.95059
C 2.94412 0.16245 -2.16161
O 1.89479 0.51866 -2.60543
C 4.27189 0.25251 -2.93872
F 4.98304 -0.86839 -2.81030
F 4.99237 1.26649 -2.45126
F 4.04643 0.46303 -4.22607
H 1.82333 -2.54762 -0.33887
H 0.38507 -1.74928 0.31965
H 0.78424 -1.59764 -1.39351
H 2.44192 -0.45749 0.91882
H 1.43350 0.49224 -0.16588
C 0.41077 0.29050 -5.90721
C 0.57252 -1.20017 -6.08960
O -0.64749 -1.91143 -5.77671
C -1.56652 -1.93400 -6.72880
O -1.49009 -1.43378 -7.80934
C -2.77374 -2.77007 -6.26034
F -3.13476 -2.44576 -5.01468
F -2.45113 -4.07112 -6.27287
F -3.80942 -2.58541 -7.06048
H 0.06465 0.51292 -4.89799
H 1.36597 0.78897 -6.06496
H -0.31298 0.70103 -6.61008
H 1.31101 -1.59400 -5.39463
H 0.89379 -1.45289 -7.09922
C -6.46689 1.84751 3.57221
C -6.18432 2.79913 4.71256
O -4.90756 2.51404 5.33400
C -3.84521 2.99419 4.71483
O -3.81170 3.62941 3.70485
C -2.57954 2.64839 5.52406
F -2.58098 1.35767 5.90930
F -2.50572 3.40369 6.61630
F -1.48742 2.84992 4.79827
H -6.41242 0.81348 3.91701
H -7.46224 2.03185 3.17197
H -5.74383 1.97343 2.76686
H -6.91866 2.68239 5.50501
H -6.20727 3.83674 4.38455
C -3.78112 8.93041 3.67883
C -4.03968 7.46431 3.41376
O -5.43050 7.12852 3.61753
C -6.24948 7.42347 2.62084
O -5.97110 7.92734 1.57629
C -7.67488 6.95913 2.98047
F -8.00631 7.31084 4.22357
F -7.73182 5.61863 2.90154
F -8.56453 7.46690 2.14644
H -4.11623 9.20146 4.68001
H -2.71572 9.14065 3.59641
H -4.31209 9.55831 2.96507
H -3.49531 6.84020 4.11846
H -3.74101 7.17551 2.40747
C 0.86867 -6.53511 -9.20716
C 0.97631 -5.46659 -8.14262
O 2.30309 -5.40773 -7.57724
C 3.20525 -4.74033 -8.27838
O 3.04402 -4.18044 -9.31959
C 4.54457 -4.73366 -7.51310
F 4.84498 -5.94726 -7.04912
F 4.45728 -3.89701 -6.46811
F 5.52703 -4.32365 -8.29766
H 1.17615 -7.50157 -8.80762
H -0.15985 -6.60936 -9.55733
H 1.50738 -6.30628 -10.05893
H 0.32157 -5.69675 -7.30497
H 0.69876 -4.48542 -8.52678
C 7.57342 2.75986 -1.05780
C 8.31236 1.84058 -0.11237
O 8.60125 2.49262 1.14318
C 7.60957 2.53399 2.01311
O 6.50833 2.08643 1.87997
C 8.08520 3.22668 3.30694
F 8.75878 4.34343 3.03844
F 8.88725 2.40148 3.98797
F 7.04691 3.53176 4.07418
H 8.13373 3.68177 -1.21302
H 7.43299 2.26820 -2.01877
H 6.59473 3.02682 -0.66126
H 9.28183 1.56514 -0.51967
H 7.75512 0.92419 0.07662

Forces on atoms 1 to 6 (eV/Å):
0.072 -0.313 -0.242
0.677 -0.256 0.261
-0.131 0.487 0.162
-0.372 -0.308 -0.861
0.836 0.068 -0.351
1.115 0.286 0.092

Results of the Mulliken charge analysis, in e, for atoms 1 through 99: C -1.372; C -0.023; O -0.298; C -0.180; C -0.543; N -0.318; C 0.369; N -0.317; N 0.126; C -0.593; C -0.755; H 0.450; H 0.293; H 0.366; H -0.003; H 0.506; H 0.354; H 0.276; H 0.451; H 0.337; H 0.278; H 0.262; H 0.285; H 0.551; H 0.162; H 0.369; H -0.070; C -0.810; C -0.202; O -0.376; C 0.341; O -0.519; C 0.913; F -0.264; F -0.251; F -0.224; H 0.276; H 0.075; H 0.415; H 0.318; H 0.311; C -1.173; C -0.085; O -0.322; C 0.326; O -0.503; C 0.890; F -0.256; F -0.241; F -0.242; H 0.247; H 0.350; H 0.404; H 0.338; H 0.267; C -1.187; C -0.001; O -0.325; C 0.279; O -0.499; C 0.992; F -0.266; F -0.255; F -0.244; H 0.313; H 0.401; H 0.320; H 0.351; H 0.143; C -1.223; C -0.120; O -0.283; C 0.333; O -0.507; C 0.902; F -0.250; F -0.250; F -0.239; H 0.322; H 0.381; H 0.335; H 0.250; H 0.352; C -1.240; C -0.042; O -0.323; C 0.326; O -0.503; C 0.906; F -0.251; F -0.250; F -0.237; H 0.316; H 0.385; H 0.329; H 0.330; H 0.254; C -1.074; C -0.238

4.
A 2-piece molecular cluster, C2H4NP overall. Source: the Open Molecules 2025 dataset; level of theory: ωB97M-V/def2-TZVPD.

For the gap between HOMO and LUMO (spin up / spin down), the calculation gives 7.2 / 9.4 eV. Its total charge is 0. The calculation puts the total energy at -12912.71921 eV. Its HOMO energy (spin up / spin down) is -7.57 / -9.63 eV. The calculation puts the energy above the lowest of the compared OMol25 structures with the same formula, charge and spin at 87.9 kcal per mole. Its lowest unoccupied orbital energy (spin up / spin down) is -0.333 / -0.234 eV.

Element x y z (Å)
C 0.46299 0.34151 0.08258
C -0.94348 0.50082 0.41746
N 1.39372 0.92038 -0.56786
P 1.94963 -0.57293 0.22243
H -1.42763 -0.46972 0.52016
H -1.44582 1.10007 -0.34191
H -1.01344 1.02100 1.37407
H 1.02402 -2.84111 -1.70693

Forces on atoms 1 to 6 (eV/Å):
1.353 -0.179 -0.211
-0.565 0.310 -0.135
-0.980 0.301 0.021
0.153 -0.738 0.061
0.037 0.058 -0.013
-0.086 0.026 0.040

The molecule's Mulliken atomic charges, reported in e, are given here: C 0.439; C -0.742; N -0.456; P -0.012; H 0.277; H 0.278; H 0.258; H -0.042

5.
C11H19HfNOP as an isolated structure. Source: the Open Molecules 2025 dataset; level of theory: ωB97M-V/def2-TZVPD.

For the gap between HOMO and LUMO (spin up / spin down), the calculation gives 5.7 / 5.7 eV. Its total charge is +1. The calculation puts the total energy at -25838.78312 eV. Its HOMO energy (spin up / spin down) is -9.61 / -9.61 eV. Its lowest unoccupied orbital energy (spin up / spin down) is -3.947 / -3.948 eV.

Element x y z (Å)
C 1.99261 -0.11970 -3.31576
C 2.92889 0.70845 -3.90945
C 3.15715 2.07819 -3.66121
C 2.50959 2.88036 -2.68120
C 1.58368 2.47553 -1.73927
Hf 1.72604 0.44151 -1.30344
P 1.37235 -2.47910 -1.47789
H 1.75680 -1.07626 -3.76808
H 3.54055 0.30384 -4.73485
H 3.82343 2.59912 -4.35999
H 1.05017 3.23612 -1.16214
H 2.78426 3.95327 -2.74828
H 1.82506 -3.23954 -0.35003
H 2.01350 -3.26856 -2.48688
H 0.05761 -3.05536 -1.60550
O -0.00940 0.30188 -0.32515
C -0.98785 0.04939 0.48263
C -1.37212 -1.31728 0.90879
C -0.87114 -1.52356 2.33559
C -1.91838 -1.11600 3.36960
C -2.15841 0.37424 3.40251
C -2.64347 0.96133 2.07998
N -1.62895 1.07679 1.02267
H -2.47622 -1.39033 0.87950
H -0.97401 -2.05405 0.20655
H -0.57596 -2.57238 2.48947
H 0.03848 -0.92743 2.50123
H -2.86391 -1.62540 3.15475
H -1.59615 -1.47478 4.35628
H -2.93544 0.59136 4.13772
H -1.25241 0.88615 3.73064
H -3.46511 0.34157 1.70798
H -2.99130 1.98654 2.25317
H -1.43992 1.99411 0.61006

Forces on atoms 1 to 6 (eV/Å):
-0.793 -0.060 1.375
0.408 0.536 -0.814
-0.032 0.169 0.394
0.760 0.573 -0.991
-0.371 -0.665 0.875
1.455 0.817 -2.077

The molecule's Mulliken atomic charges, reported in e, are given here: C -0.427; C -0.565; C -0.297; C -0.246; C -0.499; Hf 0.719; P -0.331; H 0.482; H 0.285; H 0.289; H 0.368; H 0.261; H 0.145; H 0.174; H 0.145; O -0.535; C 0.558; C -0.283; C -0.549; C -0.731; C -0.595; C -0.780; N -0.069; H 0.421; H -0.099; H 0.354; H 0.349; H 0.328; H 0.353; H 0.347; H 0.342; H 0.312; H 0.423; H 0.353

6.
A 2-piece molecular cluster, C6H14O overall. Source: the Open Molecules 2025 dataset; level of theory: ωB97M-V/def2-TZVPD.

For the gap between HOMO and LUMO, the calculation gives 10.2 eV. Its total charge is 0. The calculation puts the total energy at -8495.06219 eV. The SMILES is C=CCCC.CO. Its HOMO energy is -9.17 eV. The calculation puts the energy above the lowest of the compared OMol25 structures with the same formula, charge and spin at 42.2 kcal per mole. Its lowest unoccupied orbital energy is 1.044 eV.

Element x y z (Å)
C -2.99925 0.62724 -0.01007
C -1.77355 -0.16470 0.44926
C -0.81274 -0.42614 -0.71618
C 0.35566 -1.34098 -0.45804
C 1.57005 -1.15458 -0.97857
O 2.48574 -0.15015 1.07661
C 2.56499 1.21919 0.77424
H -3.70284 0.80125 0.81066
H -3.53549 0.08799 -0.80097
H -2.71043 1.60374 -0.41726
H -1.25884 0.37933 1.25362
H -2.10228 -1.11901 0.88232
H -1.38938 -0.88194 -1.53261
H -0.44087 0.53403 -1.10229
H 0.16510 -2.25573 0.10644
H 1.57136 -0.45010 0.93739
H 2.39102 -1.84876 -0.82726
H 1.82297 -0.25031 -1.53260
H 3.46609 1.41442 0.17858
H 2.63398 1.78893 1.70438
H 1.69871 1.58628 0.20235

Forces on atoms 1 to 6 (eV/Å):
-0.020 0.022 -0.017
0.040 -0.058 0.044
-0.065 0.039 -0.127
0.019 -0.214 -0.522
-0.382 -0.271 -0.329
0.011 -0.021 0.645

The molecule's Mulliken atomic charges, reported in e, are given here: C -1.242; C -0.257; C -0.386; C -0.668; C -0.504; O -0.537; C -0.564; H 0.362; H 0.308; H 0.317; H 0.265; H 0.314; H 0.360; H 0.240; H 0.333; H 0.413; H 0.220; H 0.305; H 0.243; H 0.267; H 0.211

Among the records above, which one has the lowest total energy? C31H46F18N3O13